(1)
# C4H7LiO2Y

C4H7LiO2Y as an isolated structure (ωB97M-V/def2-TZVPD, the OMol25 dataset).

Properties
2S+1: 2
ΔE to the lowest compared entry with this formula, charge and spin, kcal/mol: 112.5
E, eV: -9581.1151
Charge: +2

```
15
Properties=species:S:1:pos:R:3:lowdin_charge:R:1
Y -0.730 -6.606 2.530 1.584
O -0.789 -5.340 0.689 -0.361
O -2.134 -4.918 2.461 -0.475
C -0.305 -3.200 0.024 0.166
C -1.128 -3.024 1.244 -0.109
C -1.878 -4.354 1.274 -0.409
C -0.040 -4.634 -0.286 -0.130
Li -2.102 -5.033 4.278 0.599
H -2.128 -0.845 0.236 0.168
H -0.066 -2.406 -0.680 0.146
H -1.811 -2.199 1.477 0.079
H 1.023 -4.910 -0.186 0.166
H -0.449 -2.858 2.192 0.209
H -0.415 -4.933 -1.282 0.181
H -2.755 -4.353 0.604 0.186
```

(2)
# C4H7N

One molecule with the formula C4H7N (ωB97M-V/def2-TZVPD, the OMol25 dataset).

Properties
SMILES: C1=CCNC1
2S+1: 1
ΔE to the lowest compared entry with this formula, charge and spin, kcal/mol: 32.0
E, eV: -5750.0313

```
12
Properties=species:S:1:pos:R:3:lowdin_charge:R:1
N 0.812 -0.880 -0.098 -0.080
C -0.618 -1.020 0.175 -0.240
C -1.214 0.329 -0.182 -0.100
C -0.201 1.200 -0.078 -0.126
C 1.097 0.485 0.119 -0.274
H -0.846 -1.195 1.271 0.122
H -0.237 2.282 0.030 0.098
H -1.043 -1.884 -0.419 0.118
H 1.861 0.739 -0.586 0.101
H 1.090 -1.238 -0.995 0.106
H 1.398 0.767 1.225 0.148
H -2.295 0.724 -0.049 0.126
```

(3)
# C4H7N

One molecule with the formula C4H7N (ωB97M-V/def2-TZVPD, the OMol25 dataset).

Properties
SMILES: C#C[C@H](C)N
2S+1: 1
ΔE to the lowest compared entry with this formula, charge and spin, kcal/mol: 62.0
E, eV: -5748.7284

```
12
Properties=species:S:1:pos:R:3:lowdin_charge:R:1
N 0.818 -1.292 -0.308 0.024
C 0.780 1.161 -0.207 -0.076
C 0.170 -0.154 0.255 -0.571
C -2.395 -0.150 -0.215 0.098
C -1.248 -0.089 0.045 -0.158
H 0.239 -0.265 1.336 0.131
H 1.790 1.340 0.441 0.122
H 1.832 -1.192 -0.096 0.090
H 0.637 -2.205 0.103 0.079
H 0.051 1.962 0.103 0.084
H -3.535 -0.131 -0.116 0.070
H 0.859 1.014 -1.339 0.106
```

(4)
# C4H7N2

An isolated ion of composition C4H7N2 and charge +1 (ωB97M-V/def2-TZVPD, the OMol25 dataset).

Properties
SMILES: C#CNC[NH+]=C
2S+1: 1
ΔE to the lowest compared entry with this formula, charge and spin, kcal/mol: 123.2
E, eV: -7230.3969
Charge: +1

```
13
Properties=species:S:1:pos:R:3:lowdin_charge:R:1
N -1.080 0.431 0.913 0.030
N 0.883 0.233 -0.155 -0.079
C -0.742 -0.795 1.079 0.177
C -0.379 1.049 -0.241 -0.079
C 1.688 -1.302 -2.040 0.142
C 1.424 -0.523 -1.157 -0.211
H -1.445 1.166 1.625 0.225
H -0.199 2.072 -0.009 0.124
H 2.153 -1.811 -2.883 0.058
H -0.455 -1.321 0.209 0.101
H -0.866 -1.209 2.121 0.159
H 1.590 0.830 0.450 0.209
H -1.034 0.976 -1.090 0.143
```

(5)
# C4H7N2

A 2-piece molecular cluster, C4H7N2 overall (ωB97M-V/def2-TZVPD, the OMol25 dataset).

Properties
2S+1: 1
ΔE to the lowest compared entry with this formula, charge and spin, kcal/mol: 157.1
E, eV: -7228.9278
Charge: +1

```
13
Properties=species:S:1:pos:R:3:lowdin_charge:R:1
N 4.339 -0.618 -0.630 -0.009
N -1.046 0.267 0.608 0.064
C -0.197 1.014 0.947 0.310
C 3.679 0.331 -0.179 -0.218
C -3.366 -0.001 -0.282 0.019
C -2.064 -0.421 0.301 0.000
H -3.915 0.619 0.575 0.194
H -3.957 -0.844 -0.673 0.112
H 5.047 -1.268 -0.133 0.095
H 3.727 0.742 0.873 0.069
H 3.096 0.928 -0.935 0.061
H -2.080 -1.539 0.543 0.194
H -3.263 0.790 -1.015 0.108
```

(6)
# C4H7N2

C4H7N2 as an isolated structure (ωB97M-V/def2-TZVPD, the OMol25 dataset).

Properties
2S+1: 1
ΔE to the lowest compared entry with this formula, charge and spin, kcal/mol: 148.1
E, eV: -7229.3175
Charge: +1

```
13
Properties=species:S:1:pos:R:3:lowdin_charge:R:1
N 1.554 0.226 0.174 0.109
N -0.856 1.084 0.056 0.099
C 0.719 -0.718 -0.576 -0.152
C 0.542 0.880 -0.585 -0.137
C -1.236 -0.190 -0.546 0.089
C -0.513 -1.264 0.135 -0.142
H -0.423 -1.364 1.274 0.159
H 1.793 0.277 1.193 0.173
H 1.126 -1.135 -1.551 0.188
H -0.845 -2.200 -0.249 0.108
H 0.802 1.437 -1.458 0.162
H -1.398 1.811 -0.464 0.200
H -0.713 1.215 1.006 0.145
```

(7)
# C4H7N2

A 2-piece molecular cluster, C4H7N2 overall (ωB97M-V/def2-TZVPD, the OMol25 dataset).

Properties
2S+1: 1
ΔE to the lowest compared entry with this formula, charge and spin, kcal/mol: 212.8
E, eV: -7226.5107
Charge: +1

```
13
Properties=species:S:1:pos:R:3:lowdin_charge:R:1
N -1.844 -0.010 -0.244 0.081
N 1.530 -0.029 0.192 0.140
C -0.821 -0.721 0.554 -0.122
C 0.476 0.578 -0.678 -0.059
C 0.469 -0.878 -0.307 -0.133
C -0.848 0.764 0.229 -0.204
H 0.769 0.980 -1.660 0.164
H -1.500 2.470 1.522 0.217
H 2.559 -0.229 -0.252 0.270
H 1.498 0.240 1.215 0.210
H -1.118 -1.205 1.544 0.171
H -1.915 -0.310 -1.212 0.141
H 0.743 -1.651 -0.902 0.125
```

(8)
# C4H7N2

An isolated ion of composition C4H7N2 and charge +1 (ωB97M-V/def2-TZVPD, the OMol25 dataset).

Properties
SMILES: C=C=C/N=[NH+]/C
2S+1: 1
ΔE to the lowest compared entry with this formula, charge and spin, kcal/mol: 114.9
E, eV: -7230.7554
Charge: +1

```
13
Properties=species:S:1:pos:R:3:lowdin_charge:R:1
N -0.048 0.297 0.100 0.074
N -0.423 0.991 1.019 -0.033
C 0.145 2.355 1.201 0.016
C -0.468 -0.947 -0.205 -0.100
C 0.630 -2.361 -2.064 0.099
C 0.145 -1.613 -1.168 0.004
H 1.238 -3.121 -1.575 0.109
H -1.292 -1.349 0.305 0.116
H 0.276 -2.795 -3.062 0.146
H -0.597 2.888 1.752 0.080
H -1.283 0.781 1.677 0.234
H 0.531 2.658 0.205 0.110
H 1.146 2.217 1.815 0.145
```

(9)
# C4H7N2

C4H7N2 as an isolated structure (ωB97M-V/def2-TZVPD, the OMol25 dataset).

Properties
2S+1: 1
ΔE to the lowest compared entry with this formula, charge and spin, kcal/mol: 187.6
E, eV: -7227.6034
Charge: +1

```
13
Properties=species:S:1:pos:R:3:lowdin_charge:R:1
N -1.483 -1.092 -0.042 0.028
N -2.591 -0.434 0.080 0.075
C -2.291 0.754 -0.125 0.105
C -1.011 1.288 0.130 -0.039
C 1.043 -0.400 0.374 -0.014
C -0.303 -0.121 -0.252 -0.266
H 1.904 0.111 -0.006 0.105
H 0.992 -0.145 1.373 0.065
H -1.645 -2.293 -0.680 0.363
H -0.834 2.188 -0.436 0.122
H -0.517 1.415 1.216 0.195
H 1.267 -1.386 0.098 0.084
H -0.144 -0.059 -1.384 0.177
```